(1)
DFT (ωB97M-V with the def2-TZVPD basis set) results for the ion C5H6O2P with charge -1.

Results
Molecular weight = 129.1 Da
Net charge = -1
E_tot = -18666.2683 eV

Each line ends with the Löwdin charge.
Geometry (Å):
O1 -1.10 2.27 0.01  -0.068
C1 -0.77 1.09 -0.09  -0.565
C2 -0.43 0.44 -1.49  -0.130
C3 0.49 -0.77 -1.19  -0.146
C4 0.39 -0.98 0.32  -0.436
O2 0.86 -2.01 0.89  -0.093
C5 -0.38 0.23 0.89  -0.483
P1 -0.31 0.51 2.67  0.783
H1 -1.41 0.08 -2.04  0.127
H2 -0.05 1.18 -2.14  0.068
H3 1.55 -0.48 -1.17  0.111
H4 0.29 -1.57 -1.92  0.103
H5 1.02 0.88 2.55  -0.132
H6 -0.16 -0.86 2.72  -0.138

(2)
DFT (ωB97M-V with the def2-TZVPD basis set) results for an isolated molecule of C5H6O2S.

Results
Molecular weight = 130.2 Da
E_tot = -20208.3937 eV

Each line ends with the Löwdin charge.
Geometry (Å):
C1 2.60 -0.32 -0.84  0.012
C2 1.53 -0.44 -0.10  -0.151
C3 0.52 0.56 0.19  -0.296
O1 0.49 1.83 0.19  0.020
C4 -0.91 0.09 0.75  -0.340
O2 -0.97 -1.37 0.67  -0.130
C5 -2.14 0.73 0.04  -0.556
S1 -3.45 0.00 -0.65  0.705
H1 3.00 -1.32 -1.55  0.143
H2 3.22 0.67 -1.16  0.121
H3 1.08 -1.48 0.15  0.138
H4 -0.80 0.62 1.77  0.174
H5 -2.02 -1.43 0.62  0.075
H6 -2.15 1.88 -0.07  0.084

(3)
DFT (ωB97M-V with the def2-TZVPD basis set) results for an isolated molecule of C5H6O2S.

Results
Molecular weight = 130.2 Da
E_tot = -20208.0899 eV

Each line ends with the Löwdin charge.
Geometry (Å):
O1 2.11 -1.13 0.50  0.084
C1 1.05 -1.29 0.00  -0.283
C2 0.30 -0.21 -0.81  -0.566
C3 1.13 1.01 -0.96  0.007
C4 0.00 1.00 0.00  -0.346
O2 -0.44 0.57 1.28  -0.116
C5 -1.57 -0.27 0.95  -0.320
S1 -1.43 -0.84 -0.94  0.886
H1 0.49 -2.28 0.17  0.129
H2 1.02 1.73 -1.76  0.118
H3 2.15 0.85 -0.73  0.101
H4 -0.74 1.61 -0.47  0.128
H5 -1.53 -1.05 1.70  0.082
H6 -2.54 0.29 1.07  0.096

(4)
DFT (ωB97M-V with the def2-TZVPD basis set) results for an isolated molecule of C5H6O2S.

Results
Molecular weight = 130.2 Da
E_tot = -20210.2870 eV

Each line ends with the Löwdin charge.
Geometry (Å):
O1 0.73 -0.74 -2.15  0.080
C1 -0.46 -0.79 -2.01  -0.261
C2 -1.29 0.21 -1.23  -0.800
S1 -2.83 0.46 -1.74  0.781
O2 -0.74 0.91 -0.25  -0.042
C3 0.53 0.55 0.29  -0.308
C4 0.67 0.81 1.76  -0.069
C5 0.58 -0.61 1.21  -0.081
H1 -1.08 -1.56 -2.50  0.110
H2 1.36 0.76 -0.36  0.143
H3 -0.21 1.19 2.28  0.116
H4 1.64 1.16 2.11  0.109
H5 -0.36 -1.12 1.40  0.114
H6 1.45 -1.24 1.19  0.108

(5)
DFT (ωB97M-V with the def2-TZVPD basis set) results for a structure of composition C5H6O3.

Results
Molecular weight = 114.1 Da
E_tot = -11417.2823 eV

Each line ends with the Löwdin charge.
Geometry (Å):
C1 0.79 0.68 -0.11  -0.331
C2 0.16 -0.01 1.05  -0.127
C3 -0.61 0.56 -0.74  -0.156
C4 -0.41 -0.88 -0.84  -0.224
C5 -0.12 -1.43 0.41  -0.258
H1 0.30 2.04 0.95  0.168
H2 1.43 -0.01 -0.69  0.163
H3 0.73 0.68 2.11  0.254
H4 -1.20 1.07 -1.53  0.185
H5 -0.27 -1.37 -1.82  0.179
H6 0.63 -2.35 0.59  0.204
O1 0.97 2.08 0.08  -0.047
O2 -1.03 0.67 0.61  -0.068
O3 -1.36 -1.75 -0.06  0.058

(6)
DFT (ωB97M-V with the def2-TZVPD basis set) results for an isolated molecule of C5H6O3.

Results
Molecular weight = 114.1 Da
E_tot = -11419.3771 eV

Each line ends with the Löwdin charge.
Geometry (Å):
C1 1.08 -0.85 -0.35  -0.131
C2 1.13 -1.17 0.93  -0.015
C3 -0.85 0.40 -0.13  -0.166
C4 -1.54 2.10 -1.78  -0.045
C5 1.39 -1.36 2.21  -0.223
O1 0.16 0.05 -0.92  -0.062
O2 0.79 -2.30 2.96  -0.027
O3 -1.63 1.27 -0.60  -0.095
H1 1.61 -1.33 -1.25  0.142
H2 -2.03 3.07 -1.57  0.093
H3 -1.96 1.58 -2.68  0.100
H4 -0.39 2.17 -1.99  0.112
H5 1.94 -0.59 2.79  0.135
H6 0.31 -3.04 2.39  0.181